No. 1
An isolated molecule of C7H5FO at a distorted geometry. Source: the Open Molecules 2025 dataset; level of theory: ωB97M-V with the def2-TZVPD basis set.

Atoms and positions in Å:
1 C 1.77280 -2.37227 0.55233
2 C 1.31380 -1.36770 0.07813
3 C -1.47842 0.52189 -0.87915
4 C -0.56913 -0.36913 -1.14854
5 C -1.00339 1.54366 0.14531
6 C 0.65965 -0.18280 -0.40039
7 C -0.07745 1.00280 1.21656
8 O -1.39450 2.68247 0.12739
9 F 0.94043 1.68539 1.66643
10 H 2.25181 -3.25001 0.80085
11 H -2.40955 0.52656 -1.47558
12 H -0.85834 -1.12694 -1.86189
13 H 1.51664 0.49386 -0.63999
14 H -0.66435 0.21222 1.81854

Calculated values
**Total charge**: 0
**E_HOMO**: -0.32588 Eh

No. 2
A structure of composition C7H5HgLiO3 at a distorted geometry. Source: the Open Molecules 2025 dataset; level of theory: ωB97M-V with the def2-TZVPD basis set.

Atoms and positions in Å:
1 O -4.71005 0.37097 -0.67936
2 C -3.54701 -0.05660 -0.79363
3 C -2.39831 -0.52010 -0.85814
4 C -1.02260 -0.93753 -1.00874
5 C -0.24074 -1.54427 -0.00356
6 O 0.71933 -2.44367 -0.22574
7 Hg 3.02404 -0.36862 0.86169
8 H -0.65160 -1.12621 -2.03190
9 H -0.60965 -1.45241 1.03401
10 C 0.84297 1.48140 1.77941
11 C 0.90698 1.69537 0.45608
12 C 0.76670 0.62978 -0.57329
13 O 1.89132 0.18463 -1.02546
14 Li 2.49058 -1.42127 -1.69605
15 H 0.62123 0.48883 2.18454
16 H 0.89929 2.30013 2.49965
17 H 1.01752 2.71956 0.08046

Calculated values
**Expectation value of S²**: 0.82
**Spin multiplicity**: 2
**Total charge**: -1
**E_HOMO (alpha / beta)**: -0.09126 / -0.11345 Eh

No. 3
A structure of composition C7H5HgNO6 at a distorted geometry. Source: the Open Molecules 2025 dataset; level of theory: ωB97M-V with the def2-TZVPD basis set.

Atoms and positions in Å:
1 O -4.03033 1.77134 -0.24557
2 C -2.98616 1.31910 -0.08050
3 Hg -1.25072 0.56748 0.19374
4 O -0.63200 2.74697 2.25180
5 C -0.86448 1.92826 1.47870
6 C -1.63695 -0.79330 -1.09122
7 O -1.86941 -1.61201 -1.86442
8 C -0.55006 1.67898 -1.19395
9 O -0.12845 2.34768 -2.02888
10 C -1.95128 -0.54405 1.58144
11 O -2.37287 -1.21276 2.41627
12 C 2.69130 -1.15564 0.70933
13 C 1.50615 -0.67232 -0.07527
14 N 1.50864 -0.75253 -1.42872
15 O 0.55454 -0.21183 0.55095
16 H 3.48711 -1.55328 0.04552
17 H 2.37295 -1.96207 1.40329
18 H 3.11112 -0.31521 1.30149
19 H 0.72018 -0.42852 -1.99819
20 H 2.32073 -1.14630 -1.92581

Calculated values
**Total charge**: +2
**E_HOMO**: -0.62305 Eh

No. 4
An isolated molecule of C7H5N at a distorted geometry. Source: the Open Molecules 2025 dataset; level of theory: ωB97M-V with the def2-TZVPD basis set.

Atoms and positions in Å:
1 C -0.62921 -0.84177 1.04746
2 C -0.39037 0.53632 1.45624
3 C -0.15101 -1.58253 -0.02980
4 C -0.25521 1.61319 0.62751
5 C 1.62642 -0.76041 -1.77057
6 C 0.76372 -1.15364 -0.97220
7 C -0.28475 1.62384 -0.77289
8 N -0.24644 1.49313 -1.91351
9 H -1.27737 -1.52640 1.73014
10 H -0.48116 0.73702 2.52381
11 H -0.62517 -2.57641 -0.23369
12 H -0.08472 2.71433 0.92555
13 H 2.03525 -0.27669 -2.61805

Calculated values
**SMILES string**: C#C/C=C\C=C/C#N
**Total charge**: 0
**E_HOMO**: -0.32737 Eh

No. 5
An isolated molecule of C7H5N3O at a distorted geometry. Source: the Open Molecules 2025 dataset; level of theory: ωB97M-V with the def2-TZVPD basis set.

Atoms and positions in Å:
1 C -2.07935 0.86818 0.09940
2 C -1.36621 1.75070 -0.70623
3 C -1.52734 -0.33373 0.53012
4 C -0.06256 1.43688 -1.26547
5 C -0.16817 -0.52160 0.28462
6 C 0.36886 0.32240 -0.66187
7 C 2.83850 -0.87765 0.30627
8 N 0.44487 -1.67274 0.66647
9 N 2.35427 -1.40631 -0.76841
10 N 1.80985 -1.85957 0.48749
11 O 3.50939 -0.11304 0.96862
12 H -3.04904 0.99033 0.45691
13 H -1.84245 2.71034 -1.13504
14 H -1.99812 -1.19628 1.10258
15 H 0.45766 1.92999 -1.98443
16 H 0.30986 -2.02791 1.61897

Calculated values
**Total charge**: 0
**E_HOMO (alpha / beta)**: -0.31415 / -0.31062 Eh

No. 6
An isolated molecule of C7H5N3O2 at a distorted geometry. Source: the Open Molecules 2025 dataset; level of theory: ωB97M-V with the def2-TZVPD basis set.

Atoms and positions in Å:
1 C -1.11646 0.93813 2.72551
2 C -0.48009 0.47734 1.48092
3 C 0.76064 0.90830 0.88506
4 C 0.67980 0.28836 -0.37409
5 C 1.27348 -0.43193 -2.44989
6 C 0.08376 -1.21843 -2.59109
7 C -0.80011 -1.23426 -1.59373
8 H 0.65708 0.83900 3.53160
9 H 1.46390 1.53970 1.29151
10 H 2.05688 -0.47982 -3.21876
11 H -0.01851 -1.87251 -3.44728
12 H -1.85862 -1.63281 -1.57969
13 N 1.57768 0.30908 -1.42026
14 N -0.48843 -0.50882 -0.41999
15 N -1.26394 -0.29893 0.64291
16 O -0.20506 1.30873 3.68883
17 O -2.32197 1.06886 2.84844

Calculated values
**SMILES string**: O=C(O)c1cc2ncccn2n1
**Total charge**: 0
**E_HOMO**: -0.34208 Eh

No. 7
The ion C7H5N4O2 with charge +1 at a distorted geometry. Source: the Open Molecules 2025 dataset; level of theory: ωB97M-V with the def2-TZVPD basis set.

Atoms and positions in Å:
1 C 0.27047 -0.85984 -0.85489
2 C -0.29561 0.19252 -1.54401
3 C -0.50650 0.73351 0.63633
4 C 0.47872 -0.54177 2.79474
5 C 0.64382 -1.14862 1.58486
6 C -0.08562 0.74074 2.83006
7 C -0.46020 0.47211 -3.06395
8 N -0.57975 1.31029 1.81178
9 N -0.20763 -0.63942 -3.77085
10 N 0.16025 -0.48454 0.51263
11 N -0.78745 1.17247 -0.63279
12 O -0.95169 1.53942 -3.25952
13 O 0.81835 -1.07715 -4.19205
14 H 0.95564 -1.67478 -0.95900
15 H 0.70583 -1.04456 3.73624
16 H 1.33709 -2.03859 1.32286
17 H -0.18541 1.31932 3.86065
18 H -1.31033 2.02888 -0.81308

Calculated values
**SMILES string**: O=NC(=O)c1cn2cccnc2[nH+]1
**Total charge**: +1
**E_HOMO (alpha / beta)**: -0.50057 / -0.50055 Eh

No. 8
The ion C7H5NO6 with charge -2 at a distorted geometry. Source: the Open Molecules 2025 dataset; level of theory: ωB97M-V with the def2-TZVPD basis set.

Atoms and positions in Å:
1 C 0.26128 -0.68756 -2.63287
2 C 0.15676 0.50619 2.39379
3 C 1.58025 0.62705 -0.74195
4 C -0.17182 -1.21974 0.52952
5 C 0.30989 0.47374 -1.51498
6 C -0.60556 0.08797 1.07921
7 C 0.37570 0.05535 -0.12169
8 N -1.94551 0.51421 1.09541
9 O -0.69679 -0.75852 -3.45648
10 O 0.70333 -0.50814 2.90245
11 O 1.15031 -1.51332 -2.49368
12 O 0.09581 1.64165 2.85561
13 O -2.26400 1.66224 1.35610
14 O -2.82248 -0.41467 1.18788
15 H 2.43539 0.13537 -1.14811
16 H 2.00396 1.52552 -0.33982
17 H 0.53010 -1.82003 1.04151
18 H -0.76939 -1.73449 -0.21042
19 H -0.32723 1.42718 -1.78149

Calculated values
**SMILES string**: O=C([O-])[C@@H]1C[C@]12C[C@]2(C(=O)[O-])[N+](=O)[O-]
**Total charge**: -2
**E_HOMO**: -0.06398 Eh

Record order is preserved below.
E_tot: -12099.68574, -17858.03962, -25258.72955, -8825.94654, -13850.47927, -15904.26057, -17384.49232, -21110.78224 eV